(1)
# C3H11N3

One molecule with the formula C3H11N3 (ωB97M-V/def2-TZVPD, the Open Molecules 2025 dataset).

```
17
Properties=species:S:1:pos:R:3:forces:R:3:nbo_charge:R:1
N -0.667 1.724 1.282 1.1042 -0.2408 -1.5179 -0.8841
C 0.028 1.699 -0.150 -1.8957 3.7106 2.7840 -0.2546
C -0.538 0.675 -1.078 2.8616 -0.0062 -1.8203 -0.2481
N 0.070 -0.649 -0.985 2.9410 -1.0449 0.3202 -0.6289
C 0.104 -1.365 0.362 -2.6325 1.2082 -1.6997 -0.0566
N 0.789 -2.633 0.309 -2.0246 -0.6151 1.6039 -0.8542
H -0.609 2.715 1.740 0.5865 -2.9987 -0.8866 0.3762
H -0.099 0.925 1.641 -0.9553 1.7163 1.3070 0.3582
H 1.061 1.672 0.060 1.4696 -0.9004 -0.2741 0.1828
H -0.069 2.798 -0.345 -0.3726 -0.9698 -1.2290 0.1972
H -1.534 0.524 -0.927 -2.9536 -0.0267 0.7004 0.2056
H -0.449 0.991 -2.171 0.0818 -0.2727 1.3727 0.2076
H 1.047 -0.677 -1.379 -1.3560 0.4553 0.5133 0.3406
H -1.021 -1.354 0.448 0.7926 -1.3460 0.5854 0.1807
H 0.344 -0.839 1.291 1.0255 0.5685 -0.4061 0.1407
H 1.422 -2.796 -0.420 0.8461 0.2751 -1.2384 0.3667
H 0.121 -3.410 0.324 0.4815 0.4872 -0.1147 0.3703
```
Forces are in eV/Å.

Frontier orbital gap, Eh: 0.36406
Structure (SMILES): NCCNCN
ΔE to the lowest compared entry with this formula, charge and spin, kJ/mol: 254.8
Total charge: 0
Electronic energy, hartree: -285.08079
LUMO energy, eV: 1.060
Spin multiplicity: 1

=====

(2)
# C2H3BrO2

A 2-piece molecular cluster, C2H3BrO2 overall (ωB97M-V/def2-TZVPD, the Open Molecules 2025 dataset).

```
8
Properties=species:S:1:pos:R:3:forces:R:3:nbo_charge:R:1
C 0.385 0.480 0.412 -0.8501 -0.0653 0.6478 0.2751
C -0.490 -0.444 -0.362 1.4490 -4.8698 0.2190 -0.4924
O 1.737 0.309 0.341 1.4848 -1.9235 0.8795 -0.2379
O 1.116 1.394 -0.302 -0.7006 2.2009 -1.2849 -0.2405
Br -2.325 -0.332 0.108 -0.2293 0.1369 0.0335 0.0585
H -0.010 0.837 1.367 0.0826 -0.1210 -0.1072 0.1734
H -0.060 -1.890 -0.129 -1.1903 4.5067 -0.4922 0.2208
H -0.353 -0.355 -1.435 -0.0462 0.1351 0.1045 0.2430
```
Forces are in eV/Å.

Frontier orbital gap, Eh: 0.39741
ΔE to the lowest compared entry with this formula, charge and spin, kJ/mol: 527.0
Total charge: 0
Electronic energy, hartree: -2802.31281
LUMO energy, eV: 0.509
Spin multiplicity: 1

=====

(3)
# C18H27HgN2O5P2S

C18H27HgN2O5P2S as an isolated structure (ωB97M-V/def2-TZVPD, the Open Molecules 2025 dataset).

```
56
Properties=species:S:1:pos:R:3:forces:R:3:nbo_charge:R:1
Hg 0.055 0.042 0.082 0.7657 0.2157 -0.7663 1.2589
P 1.541 -1.827 -0.004 0.8686 0.7546 -0.7244 0.8527
C 0.896 -2.856 -1.360 -0.7516 -1.4015 1.0741 -0.8856
C -0.625 -2.893 -1.325 -0.4135 0.0988 -0.4977 0.2691
N -1.232 -1.752 -0.916 -0.0489 -0.5304 -0.7057 -0.5970
C -2.498 -1.470 -1.223 -0.3893 -1.0977 -0.2015 0.2243
C -3.300 -2.442 -1.815 0.1158 0.2556 0.0503 -0.2550
C -2.747 -3.680 -2.134 0.0213 -0.4141 0.1306 -0.1304
C -1.396 -3.936 -1.897 0.4576 0.3077 0.0842 -0.2509
C -3.040 -0.089 -0.932 0.4120 0.3475 -0.0809 -0.7573
P -1.718 1.186 -1.044 -0.2067 0.7593 0.5321 0.8099
H -0.928 -4.905 -2.176 -0.4004 0.9370 0.2072 0.2386
H -4.342 -2.206 -1.985 -0.0013 -0.1791 -0.2080 0.2300
H -3.376 -4.459 -2.580 0.2666 0.3537 0.1914 0.2365
H -3.800 0.218 -1.670 -0.0328 -0.3782 0.4472 0.2515
H -3.420 -0.016 0.099 -0.0455 -0.0181 -0.3046 0.2994
H 1.273 -2.452 -2.457 -0.9085 -0.5966 2.4947 0.3905
H 1.311 -3.883 -1.318 -0.2081 0.3362 0.1407 0.2456
H 1.880 -0.844 -3.399 0.0177 -0.6101 0.0467 0.5129
O 1.854 -1.848 -3.435 1.1405 1.0659 -2.4283 -0.9400
H 2.079 -2.151 -4.321 0.0198 -0.0131 -0.0083 0.5053
H 1.159 0.660 -2.239 -0.2166 -0.0956 0.7325 0.4783
O 1.791 0.632 -2.959 -0.4823 1.0585 -1.1625 -0.9160
H 1.313 1.124 -3.664 0.6806 -0.2805 0.4281 0.4924
C -1.614 1.681 -2.787 -0.3654 0.0674 -0.1683 -0.9647
H -2.621 1.983 -3.088 0.1186 0.1285 -0.1573 0.2498
H -0.928 2.526 -2.936 -0.1826 -0.2573 0.1417 0.2581
H -1.324 0.837 -3.423 0.0410 0.0811 0.1940 0.2503
C -2.418 2.590 -0.102 -0.2439 0.0837 -0.3627 -0.9560
H -1.702 3.431 -0.054 -0.3954 -0.4002 -0.0990 0.2588
H -3.351 2.893 -0.618 0.4556 0.0949 0.3314 0.2384
H -2.660 2.246 0.922 0.2415 0.1449 -0.6005 0.3038
C 1.483 -2.465 1.694 0.0897 -0.6454 0.0827 -0.9718
H 1.918 -3.476 1.732 -0.1455 0.2818 0.0995 0.2470
H 2.067 -1.795 2.351 -0.1819 -0.1533 -0.4610 0.2735
H 0.453 -2.481 2.076 0.2653 -0.0498 -0.2110 0.2863
C 3.278 -1.492 -0.385 0.5653 -0.2694 0.0014 -0.9546
H 3.683 -0.797 0.370 -0.1848 -0.2794 -0.2549 0.2706
H 3.836 -2.445 -0.341 -0.0668 0.4619 -0.0573 0.2403
H 3.408 -1.043 -1.387 -0.2020 -0.2889 0.5432 0.2604
O 2.168 1.225 2.353 -1.4836 0.2698 0.9057 -0.6011
C 1.029 1.139 2.818 -0.0831 -1.0156 -1.6298 0.6661
N -0.036 0.594 2.108 -0.3315 -0.3459 0.4531 -1.1491
S -1.385 0.096 2.948 2.0517 0.9302 -1.4210 2.2973
O -2.554 0.713 2.362 -0.0767 -0.1035 0.3885 -0.9637
O -1.397 -1.343 2.999 -0.1016 0.2621 0.5412 -0.9240
C -0.780 0.961 4.341 -1.0581 0.0734 1.5356 -0.2504
C -1.490 1.162 5.517 0.4817 0.0553 0.0273 -0.1993
C -0.880 1.939 6.501 0.5702 0.2398 -0.2571 -0.1798
C 0.406 2.488 6.308 -0.3161 -0.0567 0.1865 -0.1824
C 1.108 2.236 5.138 -0.2773 -0.2090 -0.6088 -0.1525
C 0.478 1.496 4.136 0.6702 0.1952 1.1001 -0.1650
H -2.471 0.712 5.641 0.1047 0.1643 0.1254 0.2406
H -1.389 2.138 7.428 -0.1491 0.0129 0.1421 0.2310
H 0.861 3.133 7.069 -0.2934 -0.4020 -0.2093 0.2340
H 2.109 2.607 4.930 -0.1771 0.0536 0.2269 0.2444
```
Forces are in eV/Å.

Frontier orbital gap, Eh: 0.32389
Total charge: +1
Electronic energy, hartree: -2421.92123
LUMO energy, eV: -2.588
Spin multiplicity: 1